Entry from OMol25: a cluster of 4 separate species, C3H12O4 in total at a distorted geometry (ωB97M-V/def2-TZVPD).

```
19
Properties=species:S:1:pos:R:3:forces:R:3:lowdin_charge:R:1
H -3.7004 0.5567 -1.5623 0.06 -0.03 0.19 0.0857
O 0.8040 2.1275 -0.5443 0.49 -0.30 -0.67 -0.0490
H 1.5936 -0.0240 1.9294 -0.35 -0.11 0.00 0.1193
H 2.8947 -0.4459 -1.9205 0.18 0.12 -0.10 0.0248
C 0.9405 -0.7581 2.4067 -0.29 0.02 -0.26 0.2757
H -1.1380 -1.6833 -0.1883 -0.06 -0.03 0.42 0.1471
H 0.8109 2.9475 -0.0480 -0.29 -0.11 0.29 0.0462
C -0.3987 -1.0639 0.3247 -0.01 -0.21 -1.24 -0.1890
H -0.5394 -2.2869 2.1977 -0.48 -0.02 0.19 0.1421
C -0.0522 -1.4672 1.6983 0.83 0.22 0.12 0.0832
H -2.2606 1.1239 -1.5339 -0.27 0.00 -0.13 0.0769
O -0.9129 0.2183 0.6714 -0.11 0.03 0.17 -0.0274
O -2.8923 0.5865 -1.0347 0.39 0.11 -0.07 -0.0263
H 0.2602 1.4539 -0.1238 -0.15 0.59 0.38 -0.0237
H 1.0721 -0.9416 3.4618 0.14 -0.11 0.12 0.1068
H 0.4315 -0.9763 -0.3818 0.24 0.09 0.26 0.1377
O 2.3716 -0.2922 -2.7118 -0.23 -0.16 0.13 -0.0604
H -1.8389 0.3083 0.3299 -0.11 -0.12 0.14 0.0896
H 2.5545 0.6166 -2.9707 0.00 0.02 0.07 0.0407
```
Positions in Å, forces in eV/Å.

Results
- ⟨S²⟩: 0.76
- Spin multiplicity: 2
- Charge: +1
- LUMO energy (alpha / beta): -5.3255 / -8.8107 eV
- Max |F|: 1.3 eV/Å
- Energy relative to the best compared isomer or geometry (same formula, charge and spin): 39.7 kcal/mol

Entry from OMol25: an isolated molecule of C3H12OSi2 at a distorted geometry (ωB97M-V/def2-TZVPD).

```
18
Properties=species:S:1:pos:R:3:forces:R:3:lowdin_charge:R:1
C 1.3728 -0.3797 -0.2446 1.39 -0.84 0.59 -0.3453
O -0.9024 -0.7837 1.5803 0.49 0.91 -2.85 -0.2907
C -0.9823 -1.6191 -1.4864 0.63 1.16 1.07 -0.2070
H 1.6931 1.3381 0.9551 -0.41 3.09 -0.26 0.0146
H -0.7940 3.0586 0.2430 -0.73 -1.46 -0.26 -0.0956
H -0.9366 -1.0834 -2.4788 -0.16 -0.88 0.86 0.0298
H 1.7486 0.0508 1.9411 0.14 -0.81 0.35 0.0494
H -2.7421 2.4483 -1.1451 1.46 -1.13 0.49 -0.0965
Si -0.4801 -0.2155 -0.1405 -0.79 -3.44 1.33 0.4057
H 3.1282 0.3297 0.8415 0.59 0.26 0.32 0.0616
H -0.1296 -2.3440 -1.3599 -0.96 0.61 -0.44 0.0195
C 2.0672 0.3909 0.9723 -0.35 -2.74 -1.85 -0.1406
H 1.6388 -1.5275 -0.1916 -0.68 2.15 -0.05 0.1035
H 1.7551 -0.0471 -1.2594 -0.29 -0.13 1.23 0.0844
H -1.9429 -2.1322 -1.2953 0.47 0.41 -0.33 0.0184
H -0.2005 -0.6742 2.2331 -0.04 0.02 -0.32 0.0030
H -2.6267 1.4135 0.9895 0.70 0.34 -0.49 -0.1036
Si -1.6664 1.7764 -0.1541 -1.46 2.47 0.60 0.4895
```
Positions in Å, forces in eV/Å.

Results
- Spin multiplicity: 1
- LUMO energy: 0.6862 eV
- Structure (SMILES): CC[Si@@](C)(O)[SiH3]
- Max |F|: 3.8 eV/Å
- Energy relative to the best compared isomer or geometry (same formula, charge and spin): 40.0 kcal/mol

Entry from OMol25: a cluster of 2 separate species, C3H12P2Si in total at a distorted geometry (ωB97M-V/def2-TZVPD).

```
18
Properties=species:S:1:pos:R:3:forces:R:3:lowdin_charge:R:1
C -0.8260 -0.7147 1.9994 0.58 -0.60 -0.02 -0.2604
H -2.7276 0.1182 -0.2345 -0.33 -1.10 0.26 0.0291
H -1.3314 -1.6875 2.0685 0.17 0.30 -0.02 0.0407
H -0.0747 -0.5843 2.7778 0.05 -0.35 -0.01 0.0126
C 0.4081 -1.5615 -0.8498 -0.67 -0.30 0.95 -0.2377
H -1.6233 0.3841 -1.5061 -0.13 0.40 -1.69 -0.0028
H 1.1390 1.4994 -2.4590 0.13 0.24 -0.15 -0.0021
P 2.9735 0.7163 0.3970 -1.29 -0.70 -0.38 0.3210
Si -0.2729 -0.1608 0.3122 0.64 -0.37 -0.19 0.2160
C -1.7918 0.5797 -0.4867 0.12 -0.65 0.81 -0.2282
P 1.2064 1.4929 1.0209 -0.25 -0.81 -0.54 0.2951
H 0.8471 -2.4373 -0.2305 -0.84 1.38 -1.32 0.0582
H -2.0621 1.5772 -0.2513 0.51 1.38 -0.14 0.0171
H 3.5374 1.6428 1.2057 1.29 1.06 0.67 -0.2943
H 1.4614 2.0917 -2.7875 -0.15 -0.24 0.10 0.0281
H -1.5260 0.0734 2.1371 -1.04 0.58 0.64 0.0004
H -0.4414 -1.8333 -1.5270 0.38 -0.41 0.95 0.0268
H 1.1040 -1.1963 -1.5864 0.82 0.18 0.07 -0.0198
```
Positions in Å, forces in eV/Å.

Results
- Spin multiplicity: 1
- LUMO energy: -0.7629 eV
- Max |F|: 2.1 eV/Å
- Energy relative to the best compared isomer or geometry (same formula, charge and spin): 24.4 kcal/mol

Entry from OMol25: a cluster of 2 separate species, C3H13N2 in total at a distorted geometry (ωB97M-V/def2-TZVPD).

```
18
Properties=species:S:1:pos:R:3:forces:R:3:lowdin_charge:R:1
C 1.3118 1.4108 -2.1675 0.63 0.38 -1.77 -0.0398
H -1.0447 0.5397 1.9855 -0.24 0.09 -0.08 0.1291
N 0.7906 0.5770 0.8817 0.31 -0.12 0.66 0.1586
H -2.4656 -1.8506 -0.1262 -0.37 -0.07 -0.51 0.0669
H 1.1569 2.5091 -2.2962 0.01 -0.94 -0.13 0.0532
H -0.1959 -1.6146 -0.1207 -0.46 0.32 1.25 0.1335
H 1.9121 1.3180 -1.2721 0.33 -0.19 0.06 -0.0114
H -1.1742 0.7091 0.1584 -0.27 0.07 0.43 0.1268
H 1.9244 0.9875 -3.0487 -1.04 0.75 1.46 0.0784
N -2.1603 -1.7705 0.8217 1.22 -0.16 0.75 0.0079
H 0.3433 0.8956 -2.1292 0.25 0.10 0.09 0.0234
H 1.0439 0.5500 -0.1056 0.00 0.07 -0.19 0.0673
C -0.7471 -1.3296 0.8422 -0.08 -0.54 0.10 -0.2701
H 1.3874 -0.1350 1.3398 -0.42 0.38 -0.05 0.1710
H -0.2269 -1.8137 1.7348 -0.53 0.61 -1.19 0.1391
H -2.2438 -2.6975 1.2522 -0.03 0.56 -0.25 0.0897
C -0.7063 0.2126 1.0103 1.26 -0.82 -0.49 -0.1075
H 1.0944 1.5018 1.2395 -0.55 -0.51 -0.13 0.1838
```
Positions in Å, forces in eV/Å.

Results
- Spin multiplicity: 1
- Charge: +1
- LUMO energy: -3.4908 eV
- Max |F|: 1.9 eV/Å
- Energy relative to the best compared isomer or geometry (same formula, charge and spin): 36.9 kcal/mol

Entry from OMol25: a cluster of 2 separate species, C3H13N2O in total at a distorted geometry (ωB97M-V/def2-TZVPD).

```
19
Properties=species:S:1:pos:R:3:forces:R:3:lowdin_charge:R:1
C 0.3435 -0.5729 -1.6671 0.98 -1.46 0.69 -0.0543
H 0.6763 -1.1048 0.9483 0.59 0.79 -0.50 0.1339
H -3.2330 -0.8036 1.6678 0.42 0.59 -1.29 0.1087
H 2.6739 0.0585 2.1121 -0.18 0.17 -2.37 0.1131
N -0.7571 1.1014 -0.2632 -1.77 0.42 0.02 0.1265
O -2.9800 -0.4370 0.7776 0.69 0.21 2.12 -0.0408
H -0.3759 -1.3384 -1.2701 -0.04 0.98 -0.59 0.1019
H 0.1018 -0.1361 -2.6348 -0.11 -0.48 -0.07 0.0864
H -1.5183 0.4224 0.1603 1.29 1.06 -0.52 0.1369
C 0.5672 0.4822 -0.6127 1.39 0.60 0.23 -0.3800
H 0.5751 0.6171 1.4211 1.17 -1.16 -0.04 0.1162
H 3.0391 -0.9031 0.8052 -0.59 1.96 0.23 0.1021
H 1.2492 -1.2467 -1.7000 -0.57 1.14 -0.49 0.1147
H -3.5222 -0.8841 0.1576 -0.94 -0.73 -0.96 0.0435
C 1.1407 -0.0991 0.7248 -1.46 1.59 1.50 -0.2574
N 2.5947 0.0491 1.0304 -0.35 -2.46 1.23 -0.0154
H 1.1170 1.4502 -0.9261 -0.11 -2.04 0.19 0.1816
H -0.5182 1.8604 0.4478 -1.06 -0.91 -1.34 0.1833
H -1.1739 1.4845 -1.1790 0.61 -0.28 1.97 0.1992
```
Positions in Å, forces in eV/Å.

Results
- Spin multiplicity: 1
- Charge: +1
- LUMO energy: -3.2471 eV
- Max |F|: 2.8 eV/Å
- Energy relative to the best compared isomer or geometry (same formula, charge and spin): 33.9 kcal/mol

Entry from OMol25: a cluster of 2 separate species, C3H13N2O in total (ωB97M-V/def2-TZVPD).

```
19
Properties=species:S:1:pos:R:3:forces:R:3:lowdin_charge:R:1
C 1.4337 0.4176 1.3528 0.60 0.69 -0.22 -0.2691
H 2.1132 1.0845 0.7970 -0.17 -0.14 -0.06 0.1265
H -0.8653 -0.4048 -0.9982 -0.19 0.00 -0.55 0.1014
H -1.5397 1.5374 -0.0513 -0.13 0.33 -0.10 0.1252
H 1.8548 0.4479 2.3589 -0.29 -0.24 0.20 0.1179
H 2.4481 -1.2039 0.6124 -0.02 0.09 -0.06 0.0947
H -2.7207 -1.7319 -2.1970 0.14 0.08 -0.05 0.0729
H 1.0461 -1.6078 1.2855 -0.10 0.15 -0.04 0.0946
H 0.7101 -0.0975 -0.8860 0.22 -0.12 0.01 0.1149
H -0.2167 0.7146 -2.0634 -0.06 -0.06 -0.01 0.1682
H -2.1083 -2.5151 -1.0478 0.17 0.16 -0.22 0.0751
C -0.4630 1.4265 -0.0836 0.30 0.06 0.59 -0.1342
H -0.7013 0.3551 1.7508 0.10 -0.10 0.27 0.1171
H 0.0079 2.3626 -0.3805 -0.04 -0.14 -0.28 0.1310
O -1.9128 -1.7962 -1.6703 -0.33 -0.26 0.38 -0.0447
H 0.0754 1.9271 1.9311 -0.27 0.12 0.03 0.1232
C 0.0395 1.0293 1.3204 -0.07 -0.36 -0.45 -0.1680
N 1.4856 -0.8947 0.7082 0.12 -0.32 -0.02 -0.0123
N -0.1861 0.3637 -1.1097 0.03 0.07 0.58 0.1655
```
Positions in Å, forces in eV/Å.

Results
- Spin multiplicity: 1
- Charge: +1
- LUMO energy: -2.9294 eV
- Max |F|: 0.9 eV/Å
- Energy relative to the best compared isomer or geometry (same formula, charge and spin): 2.3 kcal/mol

Entry from OMol25: a cluster of 3 separate species, C3H13N2O2S in total at a distorted geometry (ωB97M-V/def2-TZVPD).

```
21
Properties=species:S:1:pos:R:3:forces:R:3:lowdin_charge:R:1
C -1.4449 1.4957 1.9781 -0.34 -0.51 -1.20 -0.3407
H 5.5818 -2.1085 -1.4881 0.34 -0.23 -0.40 0.0444
H 1.1395 -2.5180 -0.9191 -1.48 0.75 -0.16 -0.1167
C -0.7897 0.3372 -0.7673 -0.37 0.41 0.15 -0.7899
H -0.3890 2.8803 1.0164 -0.25 0.26 0.38 0.0559
O 5.8664 -2.3555 -2.3869 0.09 0.25 0.94 -0.0703
N -2.3075 1.5751 0.8012 0.20 0.69 0.11 -0.1078
S -0.7417 -1.1341 -1.7923 0.46 -0.47 -0.30 0.2262
H 1.0702 -3.7323 0.1466 -0.08 0.98 -0.84 0.0251
H 0.5493 1.8038 1.6324 -0.16 -0.09 0.39 0.0451
N -0.2621 2.3672 1.8926 0.40 -0.14 -0.83 -0.0199
H -2.8292 -0.2874 -0.0888 0.80 -0.48 0.22 0.0761
H -2.8241 1.0622 -1.0999 0.49 -0.09 -0.24 0.0945
H -3.2626 1.6881 1.1018 -0.08 -0.01 -0.12 0.0780
H -0.1319 0.2901 0.1100 -0.07 -0.35 -0.06 0.0231
H -1.1306 0.4477 2.0824 0.06 0.18 0.62 0.1097
O 1.5930 -3.2548 -0.5228 1.44 -1.65 0.92 -0.1355
H -2.0775 1.8420 2.7866 0.12 -0.21 0.53 0.0887
C -2.2165 0.5962 -0.3089 -0.98 0.93 0.40 -0.3558
H -0.4471 1.2366 -1.3055 -0.10 -0.17 0.00 0.0460
H 5.0542 -2.2316 -2.8684 -0.48 -0.04 -0.53 0.0237
```
Positions in Å, forces in eV/Å.

Results
- Spin multiplicity: 1
- Charge: -1
- LUMO energy: 3.4788 eV
- Max |F|: 2.4 eV/Å
- Energy relative to the best compared isomer or geometry (same formula, charge and spin): 32.4 kcal/mol

Entry from OMol25: a cluster of 3 separate species, C3H13N2O3 in total at a distorted geometry (ωB97M-V/def2-TZVPD).

```
21
Properties=species:S:1:pos:R:3:forces:R:3:lowdin_charge:R:1
N -0.3048 0.4867 1.1115 0.71 -0.17 -1.36 0.0338
C -1.0467 -0.2734 0.0657 -0.64 -1.77 1.88 -0.3688
C 0.9368 1.2036 0.6686 -2.62 0.31 -1.14 -0.1747
H 0.7030 1.6865 -0.3103 0.22 -0.10 0.48 0.1249
O -2.1881 0.4262 -0.0422 0.13 0.35 -0.33 -0.0151
H 1.9003 -1.9292 0.8525 -0.17 0.13 -0.77 0.0275
H 1.3911 -0.8480 1.9462 0.39 -0.64 0.15 0.0593
H -1.2862 -1.2759 0.4785 0.07 0.13 0.38 0.1148
H -0.9771 1.0832 1.5792 0.02 0.03 0.21 0.1234
H 1.8639 -0.1738 -0.6613 -0.43 0.34 0.48 0.1122
H 0.9882 2.0473 1.3318 1.09 0.00 0.74 0.1148
H 3.0498 0.5321 0.2618 -0.61 0.94 0.54 0.1114
H -0.3583 -2.3163 -0.5957 0.49 -0.54 0.48 -0.0175
N 2.0951 -1.0222 1.2271 -0.72 1.83 1.75 0.0007
O -1.6377 2.2173 -1.8280 0.16 -1.08 0.99 -0.1057
H 1.0174 -3.1304 -0.4734 -0.31 0.12 0.37 0.0264
H -2.1001 1.5160 -2.3021 -0.09 0.39 -0.70 0.0248
H -1.6340 1.7017 -0.9645 -0.12 1.29 -0.86 -0.0139
C 2.0035 0.2020 0.3810 2.17 -2.76 -1.95 -0.2593
H -0.4929 -0.5563 -0.8353 0.36 1.34 -0.31 0.1254
O 0.3084 -2.8411 -1.0478 -0.10 -0.13 -1.01 -0.0445
```
Positions in Å, forces in eV/Å.

Results
- ⟨S²⟩: 0.76
- Spin multiplicity: 2
- LUMO energy (alpha / beta): 0.5715 / -2.7531 eV
- Max |F|: 4.0 eV/Å
- Energy relative to the best compared isomer or geometry (same formula, charge and spin): 30.8 kcal/mol